No. 1
Here is a cluster of 2 separate species, C3H10N2O in total in a non-equilibrium geometry from the OMol25 dataset. Energies are from ωB97M-V/def2-TZVPD.

Geometry as XYZ:
```
16
Properties=species:S:1:pos:R:3:mulliken_charge:R:1
C -2.44376 0.32673 -1.23998 -1.022
O -1.77125 0.18521 -0.02747 0.299
H -3.23821 -0.42200 -1.21757 0.257
H -3.00194 1.26510 -1.40911 0.302
H -1.77356 0.20557 -2.09434 0.178
C 1.36160 -0.78062 0.93246 -0.338
C 1.13158 0.33031 0.22744 -2.433
N 0.71680 1.54623 0.82594 -0.995
N 1.97059 -1.95810 0.42218 -0.484
H 1.10019 -0.85032 1.98345 0.216
H 1.41925 0.35988 -0.81340 0.391
H -0.89749 0.60310 0.13561 0.349
H 0.97919 1.60375 1.80402 0.640
H 1.03008 2.37754 0.32385 1.080
H 1.92527 -1.99668 -0.59073 0.264
H 1.49168 -2.79570 0.73765 0.295
```

Output
* multiplicity: 2
* orbital gap (alpha / beta): 2.830 / 7.834 eV
* strongest force on any atom: 0.0305 hartree/bohr
* E_HOMO (alpha / beta): 1.35 / -3.77 eV
* total energy: -304.950477 hartree
* ΔE to the lowest compared entry with this formula, charge and spin: 148.4 kJ/mol
* total charge: -1

---

No. 2
Here is a structure of composition C3H10N2O in a non-equilibrium geometry from the OMol25 dataset. Energies are from ωB97M-V/def2-TZVPD.

Geometry as XYZ:
```
16
Properties=species:S:1:pos:R:3:mulliken_charge:R:1
N -2.89673 1.19219 -0.91961 -0.663
C 0.59347 -0.91147 0.68677 -0.146
C -0.75471 -0.38964 0.19012 -0.159
O -1.76814 -1.10514 0.53680 -0.643
C 1.77275 -0.33218 0.89428 -0.324
N 3.27954 0.92370 -0.73817 -0.632
H -3.76832 1.70111 -0.89478 0.217
H -2.84722 0.42826 -0.25638 0.289
H 0.43869 -1.99372 0.70889 0.347
H -0.39554 -0.38232 -0.90384 0.214
H -0.88144 0.67329 0.45732 0.434
H -2.85556 0.80985 -1.85774 0.190
H 2.34920 0.22443 -0.02413 0.322
H 2.27808 -0.73375 1.77176 0.307
H 3.45644 0.97588 -1.73640 0.126
H 3.91519 1.51530 -0.21637 0.122
```

Output
* orbital gap: 4.901 eV
* strongest force on any atom: 0.0663 hartree/bohr
* E_HOMO: -8.34 eV
* total energy: -304.724513 hartree
* ΔE to the lowest compared entry with this formula, charge and spin: 919.3 kJ/mol
* total charge: 0

---

No. 3
Here is a cluster of 2 separate species, C3H10N2O in total in a non-equilibrium geometry from the OMol25 dataset. Energies are from ωB97M-V/def2-TZVPD.

Geometry as XYZ:
```
16
Properties=species:S:1:pos:R:3:mulliken_charge:R:1
C -0.76042 -0.23685 -2.47816 -0.721
C -1.67369 0.29175 -1.66070 0.061
N -1.48880 1.11621 -0.56974 -0.444
H -0.89619 -0.74578 -3.41791 0.266
H 0.28449 -0.21682 -2.15874 0.183
H -2.72910 0.01783 -1.77671 0.286
H -0.98078 0.80166 0.24587 0.192
H -2.19449 1.78155 -0.32327 0.213
N 1.88859 -1.07225 1.10368 -0.568
C 1.18425 0.10669 1.56593 -0.286
O 0.00306 -0.18708 2.27761 -0.539
H 1.41951 -1.45578 0.28880 0.230
H 2.85306 -0.88890 0.86599 0.222
H 1.88019 0.59568 2.25695 0.304
H 0.93126 0.76543 0.73205 0.279
H 0.27906 -0.67334 3.04835 0.322
```

Output
* orbital gap: 9.381 eV
* strongest force on any atom: 0.0330 hartree/bohr
* SMILES: C=CN.NCO
* E_HOMO: -8.44 eV
* total energy: -304.998725 hartree
* ΔE to the lowest compared entry with this formula, charge and spin: 199.3 kJ/mol
* total charge: 0

---

No. 4
Here is a cluster of 2 separate species, C3H10N2O in total in a non-equilibrium geometry from the OMol25 dataset. Energies are from ωB97M-V/def2-TZVPD.

Geometry as XYZ:
```
16
Properties=species:S:1:pos:R:3:mulliken_charge:R:1
C 0.38733 -2.05230 4.18571 -0.830
C 1.46589 -2.04220 5.23750 0.154
O 1.68500 -2.96356 5.97774 -0.453
H 0.00959 -3.05693 4.00227 0.285
H 0.58071 -1.60474 3.22057 0.307
H -0.41130 -1.51644 4.73157 0.230
H 1.98995 -1.06222 5.34439 0.305
N 0.05582 1.91421 -4.63689 -0.589
C -1.13385 1.39889 -3.94066 -0.353
N -0.98507 1.19828 -2.50556 -0.544
H -0.02827 2.90932 -4.81832 0.232
H 0.86598 1.77322 -4.03749 0.223
H -1.96866 2.07903 -4.07680 0.329
H -1.31394 0.42663 -4.38192 0.271
H -0.28937 0.51068 -2.26793 0.218
H -0.90981 2.08813 -2.03419 0.214
```

Output
* orbital gap: 9.960 eV
* strongest force on any atom: 0.0223 hartree/bohr
* SMILES: CC=O.NCN
* E_HOMO: -9.02 eV
* total energy: -305.017942 hartree
* ΔE to the lowest compared entry with this formula, charge and spin: 148.9 kJ/mol
* total charge: 0

---

No. 5
Here is a structure of composition C3H10N2O in a non-equilibrium geometry from the OMol25 dataset. Energies are from ωB97M-V/def2-TZVPD.

Geometry as XYZ:
```
16
Properties=species:S:1:pos:R:3:mulliken_charge:R:1
C -0.12554 -1.26662 0.14118 -0.327
N 0.97372 -0.54929 -0.59649 -0.472
C 1.33654 0.61317 0.17086 -0.006
O 0.82286 1.12019 1.20163 -0.489
C -1.40469 -0.40784 -0.00268 -0.576
N -1.67804 -0.23821 -1.43192 -0.576
H 0.14093 -1.42151 1.20393 0.290
H -0.29124 -2.24665 -0.31742 0.344
H 2.09845 2.50020 3.26300 0.019
H 2.38450 0.86109 -0.07647 0.423
H 0.54425 0.63696 -0.76190 0.202
H 1.98407 3.02347 2.74275 -0.020
H -2.29877 -0.83294 0.48264 0.371
H -1.16256 0.50500 0.53214 0.345
H -2.41393 0.38478 -1.70317 0.203
H -0.83908 -0.02600 -1.95347 0.267
```

Output
* orbital gap: 9.385 eV
* strongest force on any atom: 0.1048 hartree/bohr
* E_HOMO: -9.25 eV
* total energy: -304.891576 hartree
* ΔE to the lowest compared entry with this formula, charge and spin: 480.7 kJ/mol
* total charge: 0

---

No. 6
Here is a cluster of 2 separate species, C3H10N2O2 in total from the OMol25 dataset. Energies are from ωB97M-V/def2-TZVPD.

Geometry as XYZ:
```
17
Properties=species:S:1:pos:R:3:mulliken_charge:R:1
N -0.69146 -1.08301 -1.52036 -0.581
C -0.26881 -1.52749 -0.18468 -0.442
C 0.37253 -0.36137 0.56075 -0.480
N 0.62626 -0.58270 1.96972 -0.167
C -0.39094 -0.86854 2.83978 0.041
O -0.35209 -0.60624 4.02276 -0.555
H -1.33323 -0.30586 -1.40110 0.222
H -1.20458 -1.85953 -1.92250 0.242
H -1.03673 -2.02951 0.42759 0.297
H 0.44867 -2.33867 -0.31819 0.285
H -0.25960 0.51953 0.35301 0.310
H 1.33320 -0.17543 0.09032 0.279
H 1.34112 -0.04372 2.44108 0.259
H -1.24898 -1.39422 2.40630 0.290
O 0.77278 3.93072 -3.04866 -0.642
H 1.56403 4.44444 -2.88829 0.320
H 0.32781 4.28160 -3.82753 0.321
```

Output
* orbital gap: 10.502 eV
* strongest force on any atom: 0.0171 hartree/bohr
* SMILES: NCCNC=O.O
* E_HOMO: -9.64 eV
* total energy: -380.287037 hartree
* ΔE to the lowest compared entry with this formula, charge and spin: 130.3 kJ/mol
* total charge: 0

---

No. 7
Here is a structure of composition C3H10N2O2 in a non-equilibrium geometry from the OMol25 dataset. Energies are from ωB97M-V/def2-TZVPD.

Geometry as XYZ:
```
17
Properties=species:S:1:pos:R:3:mulliken_charge:R:1
C -0.38738 -0.14999 -0.61507 0.544
C 1.32982 0.32838 -1.65407 -1.090
C -1.39649 0.48110 1.59550 -0.821
N 0.18857 0.48490 0.44886 -0.268
N 1.03655 -0.48072 1.16158 -0.555
O -1.37922 0.47976 -1.27090 -0.455
O -0.50567 -1.48947 -0.61178 -0.523
H -1.69965 -0.11961 -1.96076 0.342
H -0.02959 -1.72728 0.22260 0.466
H 1.05604 -0.17478 2.13344 0.257
H 1.98192 -0.37842 0.79496 0.206
H 2.21190 0.71460 -1.14989 0.357
H 1.56991 -0.60354 -2.16343 0.281
H 0.91639 1.08568 -2.31421 0.329
H -0.99518 0.97516 2.47738 0.325
H -1.75646 -0.52525 1.80283 0.305
H -2.14146 1.09948 1.10296 0.301
```

Output
* orbital gap: 8.290 eV
* strongest force on any atom: 0.1208 hartree/bohr
* E_HOMO: -7.47 eV
* total energy: -380.121736 hartree
* ΔE to the lowest compared entry with this formula, charge and spin: 564.3 kJ/mol
* total charge: 0